The following is a quantum chemistry calculation of a cluster of 7 separate species, C44H48BrF6N4 in total at a distorted geometry, from OMol25.

Each line ends with the Mulliken charge.
Geometry (Å):
N (5.914, -3.145, 1.851)  -0.733
C (4.859, -2.704, 1.083)  0.346
N (4.657, -3.347, -0.280)  -0.557
N (3.847, -1.633, 1.542)  -0.388
C (2.500, -2.246, 1.221)  0.085
C (1.271, -1.777, 2.200)  -0.366
C (0.068, -0.947, 1.470)  0.387
C (-0.524, -1.602, 0.095)  -0.818
N (-0.356, -3.094, -0.049)  -0.781
C (-1.121, -3.875, 0.993)  0.255
C (-0.389, -5.376, 1.061)  -0.232
C (0.252, -5.722, 2.530)  -0.420
Br (2.104, -6.551, 2.321)  -0.247
H (6.392, -3.868, 1.233)  0.392
H (3.957, -4.140, -0.234)  0.253
H (4.257, -2.677, -0.971)  0.307
H (4.019, -0.847, 0.845)  0.310
H (2.626, -3.421, 1.398)  -0.195
H (2.213, -2.147, 0.073)  0.254
H (0.775, -2.647, 2.817)  -0.074
H (1.743, -1.042, 3.013)  0.359
H (0.438, 0.146, 1.223)  -0.486
H (-0.858, -0.827, 2.214)  0.141
H (-1.697, -1.386, 0.081)  0.329
H (-0.072, -0.970, -0.807)  0.204
H (-1.211, -3.361, 2.040)  0.103
H (-2.237, -3.979, 0.584)  0.124
H (0.528, -5.371, 0.296)  0.353
H (-1.134, -6.183, 0.653)  -0.305
H (0.434, -4.763, 3.213)  0.206
H (-0.467, -6.421, 3.177)  0.326
F (-4.025, -5.072, 0.990)  -0.200
C (-4.577, -6.282, 0.832)  0.310
C (-3.844, -7.294, 0.222)  -0.145
C (-4.416, -8.556, 0.063)  -0.566
C (-5.720, -8.789, 0.506)  -0.420
C (-6.449, -7.766, 1.113)  -0.436
C (-5.873, -6.507, 1.282)  -0.518
H (-2.835, -7.092, -0.124)  0.458
H (-3.849, -9.356, -0.406)  0.352
H (-6.168, -9.772, 0.378)  0.345
H (-7.466, -7.948, 1.454)  0.342
H (-6.422, -5.703, 1.760)  0.401
F (7.763, -5.365, 0.726)  -0.357
C (7.253, -6.352, -0.022)  0.309
C (7.965, -6.814, -1.123)  -0.494
C (7.436, -7.845, -1.900)  -0.382
C (6.195, -8.396, -1.572)  -0.414
C (5.485, -7.922, -0.467)  -0.411
C (6.019, -6.898, 0.315)  -0.180
H (8.923, -6.369, -1.368)  0.386
H (7.988, -8.219, -2.758)  0.344
H (5.780, -9.197, -2.180)  0.350
H (4.517, -8.349, -0.216)  0.352
H (5.486, -6.524, 1.182)  0.471
F (0.479, 1.731, 2.327)  -0.197
C (-0.287, 2.817, 2.489)  0.178
C (-1.671, 2.684, 2.490)  -0.291
C (-2.470, 3.814, 2.665)  -0.481
C (-1.875, 5.068, 2.826)  -0.272
C (-0.485, 5.192, 2.819)  -0.660
C (0.314, 4.060, 2.655)  -0.257
H (-2.116, 1.703, 2.355)  0.481
H (-3.553, 3.720, 2.674)  0.400
H (-2.498, 5.950, 2.958)  0.281
H (-0.024, 6.169, 2.941)  0.375
H (1.396, 4.137, 2.656)  0.425
F (1.834, 5.564, -3.619)  -0.276
C (2.330, 4.991, -2.514)  0.360
C (3.606, 5.333, -2.080)  -0.389
C (4.121, 4.740, -0.928)  -0.428
C (3.358, 3.802, -0.228)  -0.658
C (2.080, 3.462, -0.674)  -0.235
C (1.561, 4.063, -1.820)  -0.515
H (4.188, 6.056, -2.642)  0.403
H (5.115, 5.006, -0.576)  0.358
H (3.762, 3.337, 0.669)  0.450
H (1.490, 2.729, -0.130)  0.469
H (0.566, 3.817, -2.176)  0.423
F (-0.492, 10.517, -7.142)  -0.312
C (-0.628, 9.255, -6.713)  0.310
C (0.229, 8.771, -5.730)  -0.503
C (0.084, 7.459, -5.279)  -0.074
C (-0.909, 6.642, -5.824)  -0.553
C (-1.761, 7.136, -6.814)  -0.322
C (-1.623, 8.451, -7.256)  -0.434
H (1.000, 9.418, -5.324)  0.403
H (0.744, 7.073, -4.506)  0.388
H (-1.019, 5.617, -5.475)  0.379
H (-2.531, 6.496, -7.239)  0.357
H (-2.282, 8.854, -8.018)  0.387
F (-3.758, 7.735, 2.376)  -0.359
C (-4.953, 7.150, 2.215)  0.345
C (-5.202, 6.410, 1.064)  -0.195
C (-6.444, 5.796, 0.898)  -0.403
C (-7.427, 5.940, 1.881)  -0.453
C (-7.169, 6.689, 3.029)  -0.360
C (-5.923, 7.293, 3.200)  -0.476
H (-4.430, 6.316, 0.308)  0.418
H (-6.647, 5.209, 0.006)  0.367
H (-8.397, 5.465, 1.749)  0.368
H (-7.937, 6.803, 3.791)  0.352
H (-5.702, 7.872, 4.091)  0.398

Computed properties:
Gap between HOMO and LUMO: 4.001 eV
Charge: -1